Computed, not measured: a cluster of 11 separate species, C12H46N6O11 in total at a distorted geometry, with ωB97M-V/def2-TZVPD.

Last column: Löwdin charge in e.
Atoms and positions in Å:
N1 -3.52 -2.42 -0.47  0.157
C1 -3.30 -2.41 -1.82  -0.620
N2 -2.41 -1.31 -2.19  0.119
O1 -3.80 -3.17 -2.59  0.073
H1 -4.30 -2.97 -0.10  0.120
H2 -3.26 -1.58 0.04  0.062
H3 -1.79 -1.17 -1.39  0.070
H4 -2.00 -1.52 -3.06  0.073
N3 2.57 3.55 -2.03  0.188
C2 2.22 3.24 -0.81  -0.694
N4 3.34 3.30 -0.02  0.172
O2 1.15 2.82 -0.46  0.020
H5 3.32 4.20 -2.11  0.119
H6 1.92 3.34 -2.77  0.094
H7 3.34 2.85 0.88  0.093
H8 4.16 3.20 -0.59  0.100
N5 1.53 1.80 2.61  0.176
C3 1.59 0.87 3.60  -0.682
N6 0.76 1.15 4.64  0.156
O3 2.41 -0.01 3.66  0.054
H9 1.82 1.58 1.65  0.069
H10 0.74 2.44 2.62  0.090
H11 0.77 0.64 5.51  0.105
H12 -0.20 1.37 4.32  0.089
C4 3.40 -1.42 -0.88  -0.050
C5 2.87 -1.38 0.55  -0.484
C6 3.11 -2.70 1.33  -0.046
O4 3.65 -0.41 1.25  -0.105
H13 2.81 -2.21 -1.35  0.083
H14 4.44 -1.64 -0.81  0.071
H15 3.31 -0.53 -1.47  0.048
H16 1.85 -1.06 0.50  0.096
H17 2.49 -3.57 1.07  0.079
H18 3.02 -2.37 2.35  0.059
H19 4.16 -2.97 1.36  0.078
H20 3.13 -0.15 2.08  0.045
C7 -1.14 -4.37 2.43  -0.072
C8 -0.76 -3.20 3.27  -0.486
C9 -0.77 -1.93 2.51  -0.051
O5 -1.70 -3.14 4.40  -0.046
H21 -2.21 -4.37 2.17  0.087
H22 -0.96 -5.27 3.04  0.081
H23 -0.53 -4.52 1.55  0.073
H24 0.22 -3.47 3.63  0.133
H25 -0.62 -1.10 3.21  0.078
H26 -1.73 -1.76 1.95  0.089
H27 0.03 -1.95 1.77  0.073
H28 -1.66 -3.94 4.89  0.059
C10 0.57 1.04 -3.30  -0.068
C11 0.20 1.15 -4.71  -0.462
C12 -1.32 1.14 -4.97  -0.044
O6 0.68 2.46 -5.20  -0.076
H29 0.50 2.01 -2.84  0.051
H30 1.60 0.61 -3.16  0.101
H31 -0.09 0.35 -2.75  0.073
H32 0.62 0.36 -5.33  0.133
H33 -1.82 1.89 -4.30  0.094
H34 -1.74 0.13 -4.82  0.071
H35 -1.42 1.47 -5.99  0.067
H36 1.22 2.32 -6.00  0.087
O7 -1.60 3.80 -0.28  -0.056
H37 -0.66 3.90 -0.50  0.023
H38 -2.13 3.67 -1.08  0.045
O8 -3.84 0.47 1.20  -0.077
H39 -4.52 0.73 1.83  0.061
H40 -4.07 0.84 0.31  0.047
O9 -3.41 1.21 -1.55  -0.052
H41 -3.04 0.46 -2.02  -0.005
H42 -2.61 1.60 -1.24  -0.014
O10 -1.49 1.97 2.27  -0.085
H43 -1.51 2.76 1.68  0.043
H44 -2.33 1.53 2.03  0.011
O11 -0.44 0.31 -0.02  -0.063
H45 0.10 1.12 -0.01  0.003
H46 -0.90 0.39 0.82  -0.001

SMILES string: NC(N)=O.NC(N)=O.NC(N)=O.CC(C)O.CC(C)O.CC(C)O.O.O.O.O.O
Lowest unoccupied orbital energy, eV: 0.25
Frontier orbital gap, eV: 9.8
ΔE to the lowest compared entry with this formula, charge and spin, kJ/mol: 0.8
Total charge: 0
HOMO level, eV: -9.5201
Maximum force, eV Å⁻¹: 3.3